Formula: C3H5N3O
Source: the Open Molecules 2025 dataset
Level of theory: the ωB97M-V functional and the def2-TZVPD basis

Results
LUMO (spin up / spin down) ... -0.8 / -0.8 eV
Energy above the lowest of the compared OMol25 structures with the same formula, charge and spin ... 4.570 eV
Gap between HOMO and LUMO (spin up / spin down) ... 9.0 / 9.0 eV
Calculated total energy ... -356.68942 hartree
Highest occupied orbital energy (spin up / spin down) ... -9.857 / -9.854 eV

Each line ends with the Löwdin charge.
Element x y z (Å)
O -2.65487 0.84576 -0.17878  -0.04
C -1.69399 -0.09792 0.19567  -0.22
C -0.21121 0.22101 -0.06232  -0.33
N 0.42058 1.17134 -0.58930  0.23
N 2.30710 0.57058 -0.05906  0.12
C 1.87187 -0.62859 0.33989  -0.39
N 0.65157 -0.98601 0.49864  0.08
H -2.44646 1.15873 -1.06629  0.09
H -1.86642 -1.08802 -0.25824  0.12
H -1.78036 -0.23155 1.28067  0.13
H 3.02127 0.59840 -0.79964  0.09
H 2.38093 -1.53372 0.69877  0.13

Cartesian forces (eV/Å) of the 2 atoms listed first:
O 0.4 0.2 -0.3
C 0.5 0.0 0.0

=====

Formula: C3H5N3O
Source: the Open Molecules 2025 dataset
Level of theory: the ωB97M-V functional and the def2-TZVPD basis

Results
LUMO (spin up / spin down) ... -1.0 / -1.0 eV
Energy above the lowest of the compared OMol25 structures with the same formula, charge and spin ... 6.041 eV
Gap between HOMO and LUMO (spin up / spin down) ... 8.8 / 8.8 eV
Calculated total energy ... -356.63536 hartree
Highest occupied orbital energy (spin up / spin down) ... -9.804 / -9.800 eV

Each line ends with the Löwdin charge.
Element x y z (Å)
O 2.20415 0.31961 -1.72652  -0.05
C 1.66086 -0.06533 -0.49190  -0.25
C 0.18560 0.13349 -0.48067  -0.26
N -0.77473 0.51802 -1.05229  0.19
N -2.48814 -0.21661 0.35354  0.14
C -1.55794 -0.41149 1.19385  -0.56
N -0.32372 -0.54168 1.37221  0.18
H 1.79526 1.15736 -1.98069  0.09
H 2.09603 0.47454 0.36026  0.12
H 1.87113 -1.12878 -0.35442  0.13
H -3.14467 0.53855 0.50278  0.07
H -1.52384 -0.77769 2.30387  0.19

Cartesian forces (eV/Å) of the 2 atoms listed first:
O 0.0 0.2 -0.1
C -0.1 -0.1 0.2

=====

Formula: C3H5N3O
Source: the Open Molecules 2025 dataset
Level of theory: the ωB97M-V functional and the def2-TZVPD basis

Results
LUMO ... 0.5 eV
Energy above the lowest of the compared OMol25 structures with the same formula, charge and spin ... 2.670 eV
SMILES string ... Cc1nc(=O)[nH][nH]1
Gap between HOMO and LUMO ... 10.0 eV
Calculated total energy ... -356.75925 hartree
Highest occupied orbital energy ... -9.486 eV

Each line ends with the Löwdin charge.
Element x y z (Å)
C 0.33284 1.12802 2.12791  -0.04
C 0.25013 0.54859 0.79538  -0.53
N -0.93110 0.54310 0.12457  0.17
C -0.65629 -0.45535 -0.98403  -0.49
O -1.27729 -0.84823 -1.90850  0.09
N 0.70045 -0.90353 -0.82034  0.09
N 1.16175 -0.13417 0.27862  0.01
H 1.30181 1.78748 2.22881  0.12
H -0.35411 2.04886 2.17439  0.10
H -0.05261 0.29470 2.86669  0.13
H 1.37456 -0.48434 -1.50077  0.16
H 1.87096 -0.72622 0.78339  0.19

Cartesian forces (eV/Å) of the 2 atoms listed first:
C -0.1 2.8 1.5
C -6.8 1.9 0.5

=====

Formula: C3H5N3O
Source: the Open Molecules 2025 dataset
Level of theory: the ωB97M-V functional and the def2-TZVPD basis

Results
LUMO ... 0.8 eV
Energy above the lowest of the compared OMol25 structures with the same formula, charge and spin ... 4.634 eV
Gap between HOMO and LUMO ... 9.5 eV
Calculated total energy ... -356.68709 hartree
Highest occupied orbital energy ... -8.714 eV

Each line ends with the Löwdin charge.
Element x y z (Å)
N -0.58082 1.89374 0.71880  0.17
C 0.02168 0.80334 0.18445  -0.36
C -1.09882 -1.45534 -1.14266  0.04
N -0.08175 -1.64294 -0.33402  -0.05
C 0.44631 -0.61720 0.52574  -0.49
O 1.20524 -0.90993 1.42354  0.06
N 1.02938 0.73637 -0.61460  0.16
H -0.26617 2.80163 0.39189  0.11
H -1.47303 1.89621 1.19280  0.11
H -1.31098 -2.45045 -1.58455  0.01
H 0.38916 -2.52664 -0.12859  0.15
H 1.71981 1.47120 -0.63280  0.09

Cartesian forces (eV/Å) of the 2 atoms listed first:
N 0.2 -0.3 0.1
C 0.9 0.0 -0.2

=====

Formula: C3H5N3O
Source: the Open Molecules 2025 dataset
Level of theory: the ωB97M-V functional and the def2-TZVPD basis

Results
LUMO ... 0.8 eV
Energy above the lowest of the compared OMol25 structures with the same formula, charge and spin ... 6.378 eV
Gap between HOMO and LUMO ... 8.4 eV
Calculated total energy ... -356.62301 hartree
Highest occupied orbital energy ... -7.607 eV

Each line ends with the Löwdin charge.
Element x y z (Å)
C 1.52237 -0.96178 0.11609  -0.24
C 1.71392 0.34958 0.57838  -0.11
C -1.00934 0.23494 0.09238  -0.15
N 0.48675 -1.73362 -0.08794  0.01
N -0.80933 -1.14741 -0.02264  -0.06
N -2.19541 0.80434 0.04385  0.05
O 2.14187 1.24778 -0.25223  0.03
H 2.45473 -1.44496 0.16073  0.09
H -1.45777 -1.73280 -0.51977  0.11
H -3.10951 0.47929 -0.25868  0.10
H -2.18548 1.80559 0.09382  0.08
H 2.44720 2.09905 0.05600  0.11

Cartesian forces (eV/Å) of the 2 atoms listed first:
C -2.8 -0.8 -0.8
C -0.7 1.8 1.5

=====

Formula: C3H5N3O
Source: the Open Molecules 2025 dataset
Level of theory: the ωB97M-V functional and the def2-TZVPD basis

Results
LUMO ... 0.7 eV
Energy above the lowest of the compared OMol25 structures with the same formula, charge and spin ... 1.782 eV
SMILES string ... Nc1nc(O)c[nH]1
Gap between HOMO and LUMO ... 8.6 eV
Calculated total energy ... -356.79189 hartree
Highest occupied orbital energy ... -7.878 eV

Each line ends with the Löwdin charge.
Element x y z (Å)
N -1.79035 -0.66363 0.87463  0.13
C -0.63029 -0.19166 0.29191  -0.46
N 0.50002 -0.81984 0.27169  0.11
C 1.43753 0.00605 -0.32421  -0.44
O 2.54678 -0.73805 -0.33313  0.01
C 0.86342 1.18458 -0.68260  -0.02
N -0.49343 1.01767 -0.28575  0.08
H -1.69962 -1.63576 1.14688  0.10
H -2.61622 -0.51558 0.31389  0.09
H 1.86582 -1.46398 0.14610  0.16
H 1.18208 2.06844 -1.21279  0.10
H -1.17634 1.74668 -0.20142  0.14

Cartesian forces (eV/Å) of the 2 atoms listed first:
N -0.2 0.0 -0.1
C -0.2 0.3 -0.1

=====

Formula: C3H5N3O
Source: the Open Molecules 2025 dataset
Level of theory: the ωB97M-V functional and the def2-TZVPD basis

Results
LUMO (spin up / spin down) ... -1.2 / -1.2 eV
Energy above the lowest of the compared OMol25 structures with the same formula, charge and spin ... 4.481 eV
Gap between HOMO and LUMO (spin up / spin down) ... 8.5 / 8.5 eV
Calculated total energy ... -356.69270 hartree
Highest occupied orbital energy (spin up / spin down) ... -9.658 / -9.656 eV

Each line ends with the Löwdin charge.
Element x y z (Å)
O -0.19822 -2.67294 -0.90736  -0.04
C 0.49073 -1.47792 -0.71062  -0.21
C -0.17759 -0.28977 0.03677  -0.37
N -1.33508 -0.06570 0.49056  0.26
N -0.87383 1.82714 1.28423  0.11
C 0.32731 1.80043 0.74192  -0.38
N 0.85993 0.78068 0.14459  0.06
H -1.04859 -2.48496 -1.32037  0.10
H 0.84464 -1.02346 -1.65151  0.13
H 1.38395 -1.71738 -0.12504  0.13
H -1.36519 2.73952 1.30763  0.09
H 1.09193 2.58436 0.70918  0.13

Cartesian forces (eV/Å) of the 2 atoms listed first:
O -0.4 0.3 0.2
C 0.0 0.4 0.3

=====

Formula: C3H5N3O3
Source: the Open Molecules 2025 dataset
Level of theory: the ωB97M-V functional and the def2-TZVPD basis

Results
LUMO ... 0.3 eV
Energy above the lowest of the compared OMol25 structures with the same formula, charge and spin ... 3.659 eV
SMILES string ... [NH3+][C@]([O-])(O)c1conn1
Gap between HOMO and LUMO ... 9.8 eV
Calculated total energy ... -507.21338 hartree
Highest occupied orbital energy ... -9.473 eV

Each line ends with the Löwdin charge.
Element x y z (Å)
N -0.50910 -0.66661 -1.51900  0.20
C -0.27690 -0.80953 0.08461  -0.68
O 0.38034 -1.85297 0.34699  -0.06
O -1.73287 -0.85168 0.45150  -0.04
C 0.31887 0.51344 0.50778  -0.20
C 1.51325 0.75830 1.11090  -0.03
O 1.62562 2.07099 1.26182  -0.01
N 0.46709 2.65184 0.77682  0.04
N -0.27366 1.73701 0.33835  0.08
H -1.40498 -1.29117 -1.60189  0.19
H 0.35764 -0.84717 -2.02405  0.15
H -0.87127 0.23002 -1.84503  0.13
H -1.92159 -1.77523 0.65274  0.09
H 2.32758 0.13277 1.45846  0.15

Cartesian forces (eV/Å) of the 2 atoms listed first:
N -2.6 -0.4 -0.9
C -0.5 -1.2 1.8

=====

Formula: C3H5N3OS
Source: the Open Molecules 2025 dataset
Level of theory: the ωB97M-V functional and the def2-TZVPD basis

Results
LUMO ... 0.8 eV
Energy above the lowest of the compared OMol25 structures with the same formula, charge and spin ... 2.992 eV
SMILES string ... On1cc[nH]/c1=N\S
Gap between HOMO and LUMO ... 8.6 eV
Calculated total energy ... -754.92909 hartree
Highest occupied orbital energy ... -7.790 eV

Each line ends with the Löwdin charge.
Element x y z (Å)
O -0.92719 2.14454 -0.09911  0.07
N -0.79875 0.77867 -0.02487  -0.10
C -1.81799 -0.12916 -0.08783  -0.03
C -1.21757 -1.35700 -0.09854  -0.08
N 0.16075 -1.14147 -0.04792  0.10
C 0.42564 0.19509 -0.04107  -0.49
N 1.50552 0.95259 -0.05577  -0.39
S 2.96973 0.07196 -0.17367  0.67
H -0.01839 2.41101 -0.15241  0.07
H -2.86806 0.14758 -0.10528  0.13
H -1.65315 -2.34575 -0.11521  0.11
H 0.88164 -1.82211 -0.11071  0.11
H 3.35782 0.09406 1.11240  -0.17

Cartesian forces (eV/Å) of the 2 atoms listed first:
O -1.5 -0.6 0.1
N 0.2 0.3 0.0

=====

Formula: C3H5N3S
Source: the Open Molecules 2025 dataset
Level of theory: the ωB97M-V functional and the def2-TZVPD basis

Results
LUMO ... 0.7 eV
Energy above the lowest of the compared OMol25 structures with the same formula, charge and spin ... 1.077 eV
SMILES string ... CSn1cncn1
Gap between HOMO and LUMO ... 10.3 eV
Calculated total energy ... -679.74564 hartree
Highest occupied orbital energy ... -9.617 eV

Each line ends with the Löwdin charge.
Element x y z (Å)
C 0.56098 -0.33413 2.33298  -0.40
S -0.00403 1.01180 1.27744  0.89
N -0.10892 0.19342 -0.20498  -0.50
C -1.20285 -0.26028 -0.84846  -0.24
N -0.87860 -0.84314 -1.96859  0.07
C 0.47906 -0.72502 -1.99715  -0.22
N 1.00230 -0.10104 -0.94882  0.05
H 0.72691 0.07639 3.34343  0.04
H -0.20962 -1.12742 2.38108  0.04
H 1.50368 -0.74198 1.95917  0.03
H -2.20401 -0.12328 -0.39003  0.13
H 1.12099 -1.10068 -2.80004  0.11

Cartesian forces (eV/Å) of the 2 atoms listed first:
C -0.3 -0.5 0.2
S 0.0 0.1 0.1

=====

Formula: C3H5N3S
Source: the Open Molecules 2025 dataset
Level of theory: the ωB97M-V functional and the def2-TZVPD basis

Results
LUMO ... -1.3 eV
Energy above the lowest of the compared OMol25 structures with the same formula, charge and spin ... 3.329 eV
SMILES string ... [H]/N=C\N/C(C=S)=N\[H]
Gap between HOMO and LUMO ... 7.7 eV
Calculated total energy ... -679.66289 hartree
Highest occupied orbital energy ... -9.023 eV

Each line ends with the Löwdin charge.
Element x y z (Å)
H 1.85371 0.55463 -0.86685  0.10
N 2.15179 0.07544 0.14045  0.05
C 1.33188 -0.25420 1.01984  -0.33
N -0.06837 -0.32029 0.91918  0.03
C -0.95428 -0.08495 -0.12559  -0.48
C -0.33884 0.77311 -1.25874  -0.58
S -1.03306 0.90028 -2.78181  0.67
N -2.22589 -0.39905 -0.29347  0.11
H -2.49041 -1.02892 0.49511  0.05
H 1.76443 -0.83752 2.02744  0.17
H -0.56370 -0.84781 1.67704  0.15
H 0.57274 1.46929 -0.95260  0.07

Cartesian forces (eV/Å) of the 2 atoms listed first:
H 0.8 -2.2 3.8
N 0.8 2.0 -3.0

=====

Formula: C3H5N3S
Source: the Open Molecules 2025 dataset
Level of theory: the ωB97M-V functional and the def2-TZVPD basis

Results
LUMO ... -0.6 eV
Energy above the lowest of the compared OMol25 structures with the same formula, charge and spin ... 3.264 eV
SMILES string ... NN1C=NC(=S)C1
Gap between HOMO and LUMO ... 7.9 eV
Calculated total energy ... -679.66526 hartree
Highest occupied orbital energy ... -8.481 eV

Each line ends with the Löwdin charge.
Element x y z (Å)
N 1.81534 -0.31269 -0.10248  -0.02
N 0.54870 0.15233 -0.38431  -0.24
C 0.13432 1.39376 0.00671  -0.11
N -1.15144 1.52087 -0.09464  0.05
C -1.74257 0.31677 -0.06019  -0.93
S -3.26653 -0.10578 -0.10481  0.71
C -0.53170 -0.69153 0.04671  -0.18
H 2.08862 -0.55154 0.93764  0.13
H 2.14695 -1.14265 -0.81149  0.16
H 0.99154 2.05504 0.06803  0.14
H -0.25482 -1.10674 1.16096  0.17
H -0.77841 -1.52784 -0.66213  0.12

Cartesian forces (eV/Å) of the 2 atoms listed first:
N 3.4 -2.3 -0.2
N 0.2 -1.6 1.6

=====

What is the calculated total energy in the second record?
-356.63536 hartree